[1]
This record from OMol25 describes 3 unconnected molecules or ions with the total composition C2H7NO5 in a non-equilibrium geometry. The level of theory is wB97M-V/def2-TZVPD.

Each line ends with the natural charge from an NBO analysis.
Geometry (Å):
O1 -1.52 1.34 -0.16  -0.607
C1 -0.67 1.72 0.62  0.544
N1 0.66 1.70 0.34  -0.670
C2 1.31 0.96 -0.70  0.902
O2 2.49 0.84 -0.50  -0.582
O3 0.54 0.61 -1.70  -0.659
H1 -0.87 2.00 1.66  0.137
H2 1.22 1.99 1.12  0.418
H3 -0.40 0.68 -1.40  0.517
O4 0.33 -3.05 0.95  -0.944
H4 0.20 -3.73 0.28  0.472
H5 1.29 -3.06 0.99  0.485
O5 -2.35 -2.51 0.61  -0.934
H6 -2.36 -1.87 -0.13  0.454
H7 -1.39 -2.66 0.48  0.469

Summary:
Charge: 0
DFT total energy: -13915.5102 eV
Gap between HOMO and LUMO: 11.39 eV
Energy relative to the best compared isomer or geometry (same formula, charge and spin): 12.0 kcal/mol

[2]
This record from OMol25 describes 2 unconnected molecules or ions with the total composition CH5ClN2. The level of theory is wB97M-V/def2-TZVPD.

Each line ends with the natural charge from an NBO analysis.
Geometry (Å):
C1 -1.88 -0.34 -0.97  0.038
N1 1.24 0.89 0.97  -1.084
N2 -0.67 -0.70 -0.64  -0.788
Cl1 -2.67 -1.56 -1.91  -0.096
H1 1.98 1.32 0.43  0.372
H2 1.67 0.43 1.77  0.372
H3 0.66 1.64 1.33  0.375
H4 -0.25 -1.60 -0.91  0.369
H5 -0.08 -0.08 -0.08  0.441

Summary:
Charge: 0
DFT total energy: -16619.4915 eV
Gap between HOMO and LUMO: 9.16 eV
Energy relative to the best compared isomer or geometry (same formula, charge and spin): 22.9 kcal/mol

[3]
This record from OMol25 describes a molecular structure, C19H62B2N14NiO8 in a non-equilibrium geometry. The level of theory is wB97M-V/def2-TZVPD.

Each line ends with the Löwdin spin population.
Geometry (Å):
Ni1 1.10 -0.68 -2.90  0.993
B1 -0.92 -1.96 -1.13  0.000
H1 -1.61 -2.53 -0.53  0.000
H2 -0.68 -2.48 -2.05  0.000
H3 -1.41 -1.13 -1.61  0.000
H4 -0.03 -1.63 -0.62  0.000
B2 3.85 -1.51 -1.67  0.000
H5 4.12 -1.46 -2.71  0.000
H6 4.76 -1.75 -1.14  0.000
H7 3.43 -0.55 -1.44  0.000
H8 3.08 -2.27 -1.59  0.000
C1 -0.36 3.89 5.34  0.014
C2 1.14 3.80 4.97  0.049
C3 1.84 3.52 6.33  0.006
C4 3.34 3.06 6.23  0.000
C5 3.37 1.82 5.33  0.000
C6 2.58 1.87 3.95  0.037
N1 1.26 2.63 4.11  0.634
O1 0.45 2.57 3.04  0.124
C7 3.53 2.36 2.81  0.036
C8 2.13 0.41 3.75  0.017
C9 1.67 5.13 4.27  0.051
H9 -1.03 4.06 4.50  0.000
H10 -0.52 4.71 6.04  0.001
H11 -0.76 2.98 5.78  0.000
H12 1.75 4.47 6.85  0.000
H13 1.39 2.79 7.00  0.000
H14 3.65 2.75 7.23  0.000
H15 3.96 3.84 5.79  0.000
H16 3.02 1.00 5.95  0.000
H17 4.45 1.72 5.20  0.000
H18 4.46 1.78 2.84  0.004
H19 2.96 2.25 1.89  0.001
H20 3.77 3.42 2.89  0.000
H21 1.59 0.39 2.81  0.000
H22 2.98 -0.27 3.71  0.002
H23 1.41 0.03 4.47  0.000
H24 1.11 5.45 3.39  0.001
H25 2.60 5.01 3.72  0.000
H26 1.77 5.91 5.03  0.006
H27 -0.06 1.79 3.28  0.018
C10 1.42 4.30 -1.87  0.000
C11 1.41 3.09 -2.79  0.000
C12 2.76 2.71 -3.50  0.000
O2 2.51 1.52 -4.29  0.000
C13 3.30 1.41 -5.45  0.000
N2 0.95 1.95 -2.00  0.006
H28 2.14 4.14 -1.06  0.000
H29 0.46 4.63 -1.46  0.000
H30 1.77 5.16 -2.44  0.000
H31 0.67 3.29 -3.57  0.000
H32 3.59 2.62 -2.81  0.000
H33 2.89 3.58 -4.14  0.000
H34 3.16 0.43 -5.93  0.000
H35 4.37 1.57 -5.36  0.000
H36 3.05 2.16 -6.20  0.000
H37 -0.03 2.10 -1.83  0.000
H38 1.36 2.11 -1.08  0.000
C14 0.21 -5.84 2.18  0.000
O3 0.37 -6.56 3.10  0.000
N3 1.15 -5.64 1.29  0.000
N4 -0.83 -5.10 2.02  0.000
H39 1.92 -6.29 1.33  0.000
H40 1.19 -4.77 0.78  0.000
H41 -0.76 -4.40 1.30  0.000
H42 -1.72 -5.33 2.44  0.000
C15 -4.80 -1.26 3.19  0.000
O4 -4.24 -0.24 3.47  0.000
N5 -5.80 -1.70 3.87  0.000
N6 -4.59 -1.99 2.16  0.000
H43 -6.17 -1.12 4.60  0.000
H44 -6.12 -2.62 3.61  0.000
H45 -3.83 -1.82 1.52  0.000
H46 -5.11 -2.85 2.09  0.000
C16 -4.35 2.79 -0.52  0.000
O5 -3.64 2.62 -1.45  0.000
N7 -3.98 3.07 0.70  0.000
N8 -5.58 2.47 -0.52  0.000
H47 -4.73 3.11 1.38  0.000
H48 -3.00 2.92 0.91  0.000
H49 -6.16 2.57 0.30  0.000
H50 -6.00 2.18 -1.38  0.000
C17 -4.22 -5.26 -2.42  0.000
O6 -5.24 -5.86 -2.77  0.000
N9 -3.88 -4.06 -2.83  0.000
N10 -3.26 -5.81 -1.67  0.000
H51 -4.63 -3.59 -3.32  0.000
H52 -3.21 -3.52 -2.30  0.000
H53 -2.76 -5.09 -1.16  0.000
H54 -3.45 -6.75 -1.35  0.000
C18 2.04 -4.67 -4.50  0.000
O7 1.73 -3.48 -4.71  0.002
N11 2.88 -5.38 -5.21  0.000
N12 1.42 -5.43 -3.68  0.000
H55 3.07 -6.37 -5.09  0.000
H56 3.50 -4.84 -5.78  0.000
H57 1.67 -6.40 -3.54  0.000
H58 0.64 -4.98 -3.21  0.000
C19 -2.13 0.36 -5.95  0.000
O8 -1.13 0.13 -5.37  -0.001
N13 -2.30 -0.02 -7.21  0.000
N14 -3.23 0.88 -5.49  0.000
H59 -1.54 -0.56 -7.60  0.000
H60 -3.16 0.23 -7.67  0.000
H61 -3.21 1.30 -4.57  0.000
H62 -3.91 1.02 -6.23  0.000

Summary:
Charge: 0
DFT total energy: -100334.7156 eV
Gap between HOMO and LUMO (spin up / spin down): 6.06 / 1.52 eV
Multiplicity: 3

[4]
This record from OMol25 describes 6 unconnected molecules or ions with the total composition C35H80NO7 in a non-equilibrium geometry. The level of theory is wB97M-V/def2-TZVPD.

Each line ends with the Löwdin charge.
Geometry (Å):
C1 1.62 -0.30 -0.22  -0.101
C2 1.24 -0.24 -1.72  -0.247
C3 2.04 0.81 -2.51  -0.220
C4 3.39 0.29 -2.99  -0.221
C5 4.34 1.39 -3.47  -0.199
C6 4.82 2.40 -2.41  -0.200
C7 6.23 2.14 -1.86  -0.198
C8 6.40 1.05 -0.80  -0.193
C9 5.23 0.88 0.17  -0.217
C10 5.61 0.19 1.49  -0.201
C11 5.54 1.11 2.73  -0.199
C12 6.20 2.49 2.57  -0.172
C13 5.35 3.69 3.05  -0.166
C14 4.83 4.62 1.96  -0.335
N1 3.69 4.06 1.23  0.041
C15 5.97 5.04 0.99  -0.727
O1 7.00 5.45 1.54  -0.054
O2 5.73 4.89 -0.22  -0.052
H1 2.23 0.56 0.07  0.055
H2 0.73 -0.28 0.39  0.060
H3 2.17 -1.21 0.01  0.065
H4 0.18 0.00 -1.80  0.088
H5 1.43 -1.21 -2.17  0.097
H6 2.15 1.69 -1.88  0.105
H7 1.46 1.12 -3.38  0.096
H8 3.19 -0.37 -3.83  0.105
H9 3.88 -0.32 -2.22  0.099
H10 5.22 0.95 -3.95  0.100
H11 3.80 1.94 -4.25  0.102
H12 4.85 3.38 -2.87  0.111
H13 4.08 2.47 -1.61  0.080
H14 6.62 3.09 -1.50  0.088
H15 6.84 1.86 -2.73  0.098
H16 7.28 1.31 -0.20  0.103
H17 6.61 0.09 -1.28  0.103
H18 4.45 0.29 -0.33  0.070
H19 4.79 1.86 0.36  0.084
H20 6.60 -0.24 1.40  0.101
H21 4.91 -0.64 1.66  0.094
H22 4.50 1.21 3.03  0.093
H23 6.02 0.56 3.55  0.096
H24 6.53 2.65 1.54  0.098
H25 7.10 2.49 3.17  0.104
H26 4.51 3.35 3.66  0.096
H27 5.98 4.31 3.70  0.100
H28 4.49 5.53 2.46  0.122
H29 3.94 3.99 0.25  0.033
H30 3.44 3.14 1.56  0.039
C16 -2.82 -1.85 -4.18  -0.071
C17 -2.74 -0.33 -4.15  -0.276
O3 -1.42 0.17 -4.28  -0.165
C18 -0.75 -0.15 -5.48  -0.283
C19 -1.42 0.39 -6.73  -0.080
H31 -2.13 -2.28 -3.45  0.080
H32 -3.83 -2.18 -3.94  0.066
H33 -2.56 -2.26 -5.16  0.067
H34 -3.10 0.03 -3.19  0.119
H35 -3.40 0.10 -4.91  0.106
H36 -0.60 -1.23 -5.56  0.109
H37 0.24 0.29 -5.37  0.110
H38 -2.38 -0.10 -6.92  0.064
H39 -0.78 0.23 -7.60  0.074
H40 -1.61 1.46 -6.63  0.082
C20 -0.29 -6.29 -3.20  -0.078
C21 -1.80 -6.11 -3.06  -0.282
O4 -2.43 -5.69 -4.25  -0.168
C22 -2.33 -6.57 -5.36  -0.285
C23 -2.96 -7.93 -5.12  -0.082
H41 0.16 -5.39 -3.62  0.083
H42 0.15 -6.48 -2.22  0.077
H43 -0.04 -7.13 -3.84  0.065
H44 -2.01 -5.33 -2.34  0.117
H45 -2.26 -7.03 -2.68  0.106
H46 -1.28 -6.68 -5.66  0.108
H47 -2.85 -6.06 -6.17  0.117
H48 -2.41 -8.52 -4.38  0.065
H49 -2.97 -8.51 -6.05  0.074
H50 -3.98 -7.82 -4.77  0.080
C24 0.50 3.71 3.73  -0.076
C25 0.78 2.27 4.13  -0.281
O5 1.71 2.14 5.19  -0.162
C26 1.34 2.75 6.41  -0.284
C27 0.06 2.19 7.01  -0.086
H51 1.43 4.24 3.53  0.077
H52 -0.11 3.72 2.83  0.077
H53 -0.05 4.25 4.51  0.063
H54 1.23 1.74 3.29  0.112
H55 -0.15 1.74 4.38  0.103
H56 1.27 3.83 6.29  0.109
H57 2.17 2.56 7.09  0.118
H58 -0.82 2.45 6.41  0.060
H59 -0.10 2.60 8.01  0.076
H60 0.11 1.11 7.09  0.079
C28 -7.58 -2.33 -3.61  -0.080
C29 -6.99 -1.25 -2.71  -0.283
O6 -6.43 -0.16 -3.40  -0.169
C30 -7.31 0.58 -4.22  -0.283
C31 -8.45 1.24 -3.45  -0.081
H61 -6.84 -2.64 -4.35  0.079
H62 -7.87 -3.20 -3.02  0.076
H63 -8.46 -1.98 -4.14  0.065
H64 -6.17 -1.67 -2.12  0.117
H65 -7.74 -0.91 -1.99  0.107
H66 -7.71 -0.04 -5.03  0.108
H67 -6.69 1.35 -4.68  0.119
H68 -9.15 0.51 -3.05  0.065
H69 -9.01 1.90 -4.11  0.075
H70 -8.06 1.82 -2.62  0.083
C32 -2.75 -2.15 7.40  -0.079
C33 -2.82 -1.39 8.72  -0.284
O7 -2.62 0.00 8.58  -0.165
C34 -3.57 0.69 7.79  -0.286
C35 -4.99 0.61 8.32  -0.081
H71 -1.83 -1.90 6.87  0.082
H72 -2.77 -3.23 7.59  0.075
H73 -3.59 -1.92 6.75  0.066
H74 -2.01 -1.73 9.37  0.117
H75 -3.76 -1.60 9.23  0.106
H76 -3.52 0.33 6.75  0.110
H77 -3.24 1.72 7.78  0.114
H78 -5.40 -0.40 8.25  0.065
H79 -5.64 1.26 7.74  0.075
H80 -5.02 0.91 9.36  0.081

Summary:
Charge: -1
DFT total energy: -53414.8464 eV
Gap between HOMO and LUMO: 6.03 eV
Energy relative to the best compared isomer or geometry (same formula, charge and spin): 0.0 kcal/mol

[5]
This record from OMol25 describes C23H21NO5 in the gas phase. The level of theory is wB97M-V/def2-TZVPD.

Each line ends with the natural charge from an NBO analysis.
Geometry (Å):
C1 4.14 -2.48 -2.44  -0.648
C2 4.36 -1.17 -1.70  -0.058
O1 3.16 -0.42 -1.59  -0.507
C3 2.56 0.07 -2.70  0.380
C4 3.20 0.34 -3.90  -0.300
C5 2.52 0.95 -4.94  -0.197
C6 1.19 1.31 -4.80  -0.238
C7 0.53 1.02 -3.62  -0.196
C8 1.20 0.39 -2.58  0.057
N1 0.50 0.07 -1.39  -0.612
C9 0.50 -1.14 -0.80  0.687
O2 1.04 -2.13 -1.22  -0.600
C10 -0.37 -1.17 0.47  -0.007
O3 -0.31 0.10 1.12  -0.510
C11 -0.75 0.15 2.38  0.803
O4 -1.18 -0.83 2.96  -0.627
C12 -0.65 1.48 2.98  -0.303
C13 -0.07 2.55 2.29  -0.130
C14 0.01 3.80 2.86  -0.266
C15 -0.51 4.01 4.14  -0.151
C16 -1.09 2.97 4.84  -0.304
C17 -1.16 1.69 4.28  0.454
O5 -1.73 0.72 5.00  -0.675
C18 -1.77 -1.53 0.04  -0.068
C19 -2.09 -2.86 -0.19  -0.188
C20 -3.35 -3.21 -0.63  -0.198
C21 -4.31 -2.23 -0.82  -0.211
C22 -4.00 -0.90 -0.59  -0.219
C23 -2.73 -0.55 -0.17  -0.169
H1 5.02 -3.11 -2.33  0.212
H2 3.28 -2.99 -2.01  0.242
H3 3.95 -2.32 -3.49  0.209
H4 5.15 -0.57 -2.18  0.164
H5 4.65 -1.36 -0.67  0.195
H6 4.24 0.10 -4.03  0.217
H7 3.04 1.16 -5.86  0.214
H8 0.66 1.79 -5.61  0.216
H9 -0.51 1.27 -3.49  0.214
H10 -0.10 0.79 -1.00  0.412
H11 0.02 -1.94 1.15  0.235
H12 0.34 2.37 1.31  0.223
H13 0.46 4.62 2.33  0.218
H14 -0.46 4.99 4.59  0.217
H15 -1.49 3.11 5.83  0.227
H16 -1.69 -0.12 4.48  0.515
H17 -1.33 -3.62 -0.04  0.224
H18 -3.59 -4.25 -0.80  0.216
H19 -5.30 -2.50 -1.16  0.215
H20 -4.74 -0.13 -0.75  0.213
H21 -2.49 0.49 0.01  0.202

Summary:
Charge: 0
DFT total energy: -35920.4376 eV
Gap between HOMO and LUMO: 8.79 eV
Energy relative to the best compared isomer or geometry (same formula, charge and spin): 0.0 kcal/mol